Entry 1:
208
Properties=species:S:1:pos:R:3 method="wB97M-V/def2-TZVPD" homo_lumo_gap_ev=1.13 homo_ha=-0.1147 total_energy_ev=-103856.07289 total_charge=-1 lumo_ev=-1.989
Zr -0.96 5.03 -3.79
C 0.96 11.22 -1.09
C 2.39 10.92 -1.49
C 3.33 11.90 -0.66
C 4.77 11.46 -0.72
C 4.84 10.05 -0.17
C 4.00 9.00 -1.00
N 2.59 9.49 -1.21
O 1.75 8.57 -1.97
C 4.05 7.71 -0.10
C 4.86 8.70 -2.27
C 2.49 11.20 -3.07
H 0.63 10.66 -0.21
H 0.19 10.97 -1.82
H 0.78 12.27 -0.85
H 3.07 11.90 0.40
H 3.27 12.97 -0.82
H 5.50 12.14 -0.28
H 5.12 11.57 -1.75
H 4.45 10.14 0.84
H 5.88 9.75 -0.02
H 5.03 7.46 0.33
H 3.61 6.86 -0.62
H 3.43 7.85 0.78
H 4.39 8.11 -3.05
H 5.78 8.19 -1.99
H 5.15 9.65 -2.73
H 2.54 12.29 -3.13
H 1.63 10.94 -3.69
H 3.34 10.80 -3.62
C 9.05 -7.75 -0.50
C 8.24 -6.84 0.48
C 8.71 -5.39 0.13
C 7.92 -4.34 1.00
C 6.40 -4.49 0.79
C 5.88 -5.94 1.08
N 6.77 -6.93 0.37
O 6.29 -8.33 0.44
C 4.45 -5.96 0.53
C 5.76 -6.23 2.61
C 8.72 -7.25 1.90
H 10.11 -7.53 -0.43
H 8.79 -7.50 -1.53
H 8.91 -8.83 -0.40
H 8.57 -5.26 -0.94
H 9.77 -5.28 0.34
H 8.13 -3.34 0.64
H 8.26 -4.44 2.03
H 6.18 -4.14 -0.21
H 5.96 -3.82 1.52
H 3.80 -5.29 1.09
H 3.87 -6.88 0.59
H 4.45 -5.82 -0.55
H 5.10 -5.49 3.07
H 6.73 -6.02 3.06
H 5.52 -7.24 2.94
H 9.12 -6.40 2.45
H 9.57 -7.93 1.92
H 7.96 -7.72 2.52
C -0.87 -0.79 -0.49
C -2.03 -0.27 0.41
C -2.31 -1.20 1.65
C -1.33 -1.07 2.81
C -1.21 0.41 3.16
C -0.85 1.37 1.98
N -1.77 1.10 0.83
O -1.66 2.08 -0.22
C 0.69 1.28 1.70
C -1.10 2.75 2.58
C -3.41 -0.34 -0.29
H -0.97 -1.83 -0.80
H 0.07 -0.72 0.06
H -0.79 -0.21 -1.41
H -2.17 -2.22 1.28
H -3.33 -1.16 2.04
H -0.40 -1.58 2.57
H -1.73 -1.63 3.66
H -0.44 0.59 3.92
H -2.18 0.75 3.53
H 0.90 1.50 0.65
H 0.96 0.27 1.99
H 1.33 1.93 2.29
H -2.12 3.01 2.88
H -0.71 3.44 1.83
H -0.54 3.01 3.47
H -3.70 -1.38 -0.47
H -3.37 0.14 -1.27
H -4.13 0.24 0.27
C -0.18 -10.07 -6.05
C -1.20 -9.53 -4.97
C -2.59 -10.03 -5.48
C -3.74 -9.92 -4.46
C -3.30 -10.44 -3.09
C -1.98 -9.90 -2.55
N -0.91 -10.04 -3.61
O 0.40 -9.77 -3.15
C -1.66 -10.73 -1.28
C -2.15 -8.41 -2.12
C -1.15 -7.96 -5.10
H -0.48 -9.78 -7.06
H -0.08 -11.16 -6.06
H 0.81 -9.65 -5.94
H -2.55 -11.01 -5.97
H -2.85 -9.37 -6.31
H -4.56 -10.57 -4.78
H -4.16 -8.92 -4.42
H -3.26 -11.52 -3.21
H -4.14 -10.22 -2.43
H -0.85 -10.31 -0.69
H -1.35 -11.73 -1.56
H -2.51 -10.85 -0.61
H -1.30 -7.78 -2.37
H -2.46 -8.37 -1.07
H -2.96 -7.93 -2.66
H -2.03 -7.48 -4.69
H -1.09 -7.61 -6.13
H -0.22 -7.49 -4.76
F 2.07 3.80 -3.79
C 2.68 8.12 6.18
O 2.11 8.22 7.46
H 1.96 7.94 5.38
H 3.21 9.04 5.96
H 3.32 7.24 6.04
H 2.86 8.39 8.03
C 0.02 1.88 -7.67
O -0.83 2.04 -6.51
H 0.80 2.61 -7.87
H 0.57 0.93 -7.68
H -0.54 1.85 -8.61
H -1.35 1.24 -6.57
C -5.42 4.22 -6.27
O -4.70 4.08 -5.08
H -4.83 3.93 -7.14
H -6.28 3.55 -6.24
H -5.88 5.19 -6.49
H -5.41 4.02 -4.43
C -9.07 2.88 -2.47
O -7.84 3.48 -1.98
H -9.91 3.53 -2.22
H -9.01 2.95 -3.56
H -9.20 1.83 -2.21
H -7.99 3.68 -1.05
C -1.66 -7.80 5.62
O -1.61 -7.79 7.01
H -2.04 -6.85 5.26
H -0.63 -8.02 5.33
H -2.38 -8.57 5.31
H -2.52 -7.73 7.32
C -6.88 -3.68 6.49
O -8.09 -2.99 6.59
H -6.76 -4.25 7.41
H -6.85 -4.37 5.65
H -6.01 -3.02 6.48
H -8.13 -2.62 7.48
C 4.49 -2.13 -5.68
O 4.57 -3.32 -6.43
H 4.37 -1.27 -6.34
H 3.59 -2.11 -5.07
H 5.40 -1.98 -5.10
H 3.78 -3.40 -6.96
C 2.77 -1.88 8.44
O 3.53 -2.92 9.05
H 2.72 -2.02 7.36
H 1.76 -1.99 8.82
H 3.20 -0.92 8.73
H 3.01 -3.73 9.00
C -9.41 -2.90 1.62
O -10.37 -2.57 2.64
H -8.89 -3.81 1.92
H -9.79 -3.02 0.61
H -8.64 -2.13 1.58
H -9.87 -2.56 3.46
C -1.98 10.05 5.13
O -1.87 9.91 6.52
H -1.62 11.04 4.85
H -1.52 9.31 4.48
H -3.02 10.02 4.80
H -1.02 9.48 6.68
C -3.75 7.70 -0.55
O -3.56 7.36 -1.94
H -4.51 7.10 -0.04
H -2.92 7.57 0.13
H -4.20 8.70 -0.52
H -4.41 7.71 -2.21
C -2.13 4.67 8.82
O -2.36 4.13 10.10
H -1.08 4.45 8.59
H -2.79 4.23 8.08
H -2.33 5.74 8.75
H -1.69 4.46 10.70
C -7.24 2.76 3.32
O -8.14 3.61 2.58
H -6.94 3.29 4.23
H -7.76 1.84 3.59
H -6.30 2.51 2.83
H -8.75 4.03 3.18
C 6.35 1.77 -2.38
O 6.12 2.38 -3.59
H 6.55 2.52 -1.61
H 5.46 1.19 -2.13
H 7.31 1.25 -2.31
H 5.25 2.78 -3.56
C -3.68 -1.82 -8.01
O -4.08 -0.95 -6.95
H -2.83 -2.45 -7.76
H -4.50 -2.46 -8.34
H -3.35 -1.23 -8.87
H -4.91 -1.33 -6.66

---

Entry 2:
14
Properties=species:S:1:pos:R:3 method="wB97M-V/def2-TZVPD" homo_lumo_gap_ev=8.79 homo_ha=-0.3250 relative_energy_kcal_mol=44.1 total_energy_ev=-20002.42334 total_charge=0 lumo_ev=-0.055
H 1.77 -1.31 1.03
N 1.97 -1.88 0.21
C 1.92 -1.17 -0.86
N 1.47 0.12 -1.02
N 1.37 0.94 0.13
C 0.25 0.88 0.73
C -1.02 0.18 0.35
N -1.02 -1.14 0.19
S -2.34 1.15 0.19
H 2.15 -1.65 -1.82
H 1.97 0.61 -1.74
H 0.19 1.51 1.62
H -1.88 -1.58 -0.09
H -0.15 -1.68 0.22

---

Entry 3:
22
Properties=species:S:1:pos:R:3 method="wB97M-V/def2-TZVPD" homo_lumo_gap_ev=9.42 homo_ha=-0.3024 relative_energy_kcal_mol=34.2 smiles=CCCNC(C)C total_energy_ev=-7954.28201 total_charge=0 lumo_ev=1.194
C -0.60 2.75 1.61
C -0.55 1.30 1.10
C 0.87 0.96 0.51
N 0.91 -0.38 -0.09
C 0.06 -1.03 -1.11
C -1.33 -1.37 -0.48
C 0.76 -2.33 -1.55
H 0.19 3.42 1.29
H -0.73 2.84 2.68
H -1.54 3.25 1.30
H -1.13 1.40 0.17
H -0.83 0.47 1.73
H 0.95 1.74 -0.25
H 1.66 1.05 1.24
H 1.88 -0.63 -0.23
H -0.14 -0.32 -1.94
H -2.07 -1.21 -1.26
H -1.52 -0.72 0.37
H -1.31 -2.40 -0.10
H -0.03 -3.08 -1.63
H 1.52 -2.60 -0.82
H 1.20 -2.30 -2.56

---

Entry 4:
23
Properties=species:S:1:pos:R:3 method="wB97M-V/def2-TZVPD" homo_lumo_gap_ev=7.84 homo_ha=-0.4956 relative_energy_kcal_mol=156.0 total_energy_ev=-24766.20957 total_charge=+1 lumo_ev=-5.642
C 3.51 -0.93 -0.41
C 3.18 -1.44 -1.64
S 1.71 -0.94 -2.44
N 1.52 0.66 -2.04
C 0.24 -1.76 -1.69
C -0.36 -0.93 -0.57
N -1.60 -1.04 -0.37
H 4.36 -0.26 -0.29
H 2.94 -1.16 0.49
H 3.82 -2.18 -2.12
H 2.38 1.10 -1.71
H 1.08 1.18 -2.79
H -0.52 -1.83 -2.46
H 0.53 -2.75 -1.34
H 0.26 -0.27 0.03
H -1.85 -0.44 0.41
C -3.55 2.24 2.81
N -2.37 1.36 2.58
O -2.06 0.59 3.46
O -1.79 1.47 1.52
H -3.96 2.02 3.79
H -3.21 3.27 2.74
H -4.27 2.02 2.02